# C24H36As2Ca2F15NO20

A structure of composition C24H36As2Ca2F15NO20 in a non-equilibrium geometry (ωB97M-V with the def2-TZVPD basis set, OMol25).

Properties
Spin multiplicity: 2
Maximum force in eV Å⁻¹: 5.64
Net charge: +1
Total energy in a.u.: -9820.33645
Expectation value of S²: 0.757
LUMO level (alpha / beta) in eV: -5.2 / -7.5
Orbital gap (alpha / beta) in eV: 6.301 / 4.006

Geometry as XYZ:
```
100
Properties=species:S:1:pos:R:3:forces:R:3:lowdin_spin:R:1
Ca 1.6920 4.7474 -3.7115 -1.3592 -1.4095 2.1481 0.00
Ca -1.2120 3.9308 -0.4124 1.8815 -0.7444 -0.4081 0.00
As 2.1241 6.3538 -0.0598 1.5646 0.0431 2.7057 0.00
F 0.7609 5.2095 0.2120 -0.0714 0.5711 -0.5887 0.00
F 0.8702 7.5367 -0.5445 1.6737 -1.4204 -0.1358 0.00
F 3.5101 7.4533 -0.2464 -1.8029 -1.3607 -0.5628 0.00
F 3.1589 4.9338 0.3623 -0.9949 1.8528 -0.7465 0.00
F 2.3676 5.7400 -1.7975 -0.5415 0.7258 -0.3449 0.00
F 2.0473 6.8168 1.6138 -0.3087 -0.2634 -1.1024 0.00
As -2.1800 2.8645 -4.3157 -2.6317 -1.4795 -1.0999 0.00
F -1.5052 1.1712 -4.1227 -1.2384 2.8388 -0.3670 0.00
F -1.8567 3.1637 -2.5759 -0.0281 -0.3541 0.1569 0.00
F -2.6364 4.5491 -4.2701 0.0173 -0.3155 -0.6680 0.00
F -2.5227 2.6985 -6.1229 0.8168 0.1585 3.3962 0.00
F -3.8932 2.4745 -3.8203 2.5734 -0.0492 -0.8781 0.00
F -0.5489 3.4585 -4.5872 1.2809 0.1850 -0.3950 0.00
C 0.9996 2.1025 -1.3756 -0.6736 1.1165 -1.3753 0.00
O -0.3147 1.7646 -0.8272 2.3451 1.2646 -0.5867 0.00
O 0.8287 3.4095 -1.8551 1.1639 0.4389 0.5047 0.00
C 2.1542 1.7318 -0.2528 -4.1152 0.4821 -0.4954 0.00
F 3.3155 2.2541 -0.3679 1.6806 1.1916 -0.5673 0.00
F 1.6268 2.0546 0.9538 0.4474 0.0375 -0.0205 0.00
F 2.3041 0.4128 -0.2736 0.0863 -1.0471 0.0423 0.00
C -0.7326 0.4349 -0.8594 -0.8528 -1.8926 2.6241 0.00
C -2.0836 0.4697 -0.1273 -0.5760 -1.1583 -1.1259 0.00
H -2.1195 0.8561 0.8913 0.5540 0.9057 -0.2516 0.00
H -2.7885 0.9093 -0.8329 -0.3398 0.3312 0.4935 0.00
H -2.4818 -0.5216 0.0889 0.2181 -0.4269 -0.6205 0.00
H -0.1130 -0.1992 -0.2254 0.5683 0.1531 0.0546 0.00
H -0.7134 -0.0892 -1.8149 -0.3649 0.7116 -0.4302 0.00
H 1.1684 1.5837 -2.3193 0.2415 -1.4209 0.5805 0.00
N -4.2474 3.8228 -1.1734 1.0201 0.7990 -1.1253 -0.03
O -5.2273 3.3854 -1.6873 -0.9865 -0.6341 0.2766 0.35
O -3.4458 3.2905 -0.4375 -0.8686 -0.1179 0.6596 0.06
O -4.0068 4.9923 -1.6309 -0.1013 0.0951 0.3741 0.62
C 5.2578 -3.0888 -1.2384 0.8486 0.6881 1.4732 0.00
C 4.3276 -1.8906 -1.2307 -1.0712 -1.4163 0.1986 0.00
C 4.3940 -1.0114 -2.4765 1.3798 -0.2043 0.9718 0.00
O 3.0615 -0.8507 -2.8475 -1.0194 -1.0631 -0.3170 0.00
C 2.2785 -1.8488 -2.2621 -1.3352 0.6419 -0.0151 0.00
O 1.1098 -1.9766 -2.5715 2.3877 -0.1825 0.8402 0.00
O 2.9841 -2.5054 -1.2845 -0.8663 1.6036 -1.9195 0.00
H 5.3980 -3.5394 -2.2209 0.1925 0.3408 0.0646 0.00
H 5.0224 -3.8866 -0.5340 -0.9058 0.0913 -0.1145 0.00
H 6.1537 -2.7353 -0.7279 0.8075 -0.0104 -0.8525 0.00
H 4.2919 -1.2469 -0.3518 0.4616 -0.4399 0.2904 0.00
H 5.0840 -1.5001 -3.1644 -0.6698 -0.1310 -0.8515 0.00
H 4.8580 -0.0435 -2.2868 -0.2824 0.1269 0.2382 0.00
C -2.3483 0.9003 5.2731 -0.8686 1.4439 -0.0407 0.00
C -2.4363 2.3626 4.6923 0.9037 -1.4108 1.7603 0.00
C -1.3776 3.3735 5.3297 -0.1145 -2.9128 -1.1642 0.00
O -0.7836 3.8471 4.1165 0.2999 2.3496 -1.3448 0.00
C -1.2263 3.2871 2.9739 -0.4016 -2.0165 4.0137 0.00
O -0.8584 3.5681 1.8708 -0.5776 0.1052 -0.3649 0.00
O -2.0089 2.2107 3.3785 1.1793 2.0280 -3.6774 0.00
H -2.4677 0.1201 4.5213 -0.5740 0.4004 -0.2873 0.00
H -3.2126 0.9354 5.9363 0.4461 -1.0240 0.6188 0.00
H -1.3804 0.6387 5.7005 -0.1943 0.5056 0.5741 0.00
H -3.4607 2.7315 4.6411 0.0098 0.0509 0.4080 0.00
H -0.5827 2.7608 5.7550 -0.0789 -0.0279 0.3212 0.00
H -1.6654 4.0766 6.1113 -0.3271 0.5452 -0.9158 0.00
C -0.5004 -6.4385 0.9926 0.7053 1.2208 1.2222 0.00
C -0.8350 -5.0009 1.5222 0.5008 -2.0725 -0.1706 0.00
C 0.1268 -3.9217 1.1082 1.4524 -0.6156 1.0280 0.00
O -0.7144 -2.8752 0.6714 -0.2740 0.3774 -1.2457 0.00
C -1.9017 -3.4693 0.3600 -2.7825 3.5874 -1.2554 0.00
O -2.9134 -3.0298 -0.1495 1.7982 1.5808 -0.3204 0.00
O -1.9659 -4.6269 0.8102 -1.0601 -4.1536 1.4949 0.00
H -1.1029 -7.2134 1.4666 0.1171 0.1504 0.0450 0.00
H 0.5542 -6.5396 1.2488 0.0878 -0.7068 -0.0132 0.00
H -0.6032 -6.5177 -0.0897 -0.0899 0.3343 0.0681 0.00
H -1.0234 -4.9268 2.5932 -0.2137 -0.4400 0.0518 0.00
H 0.8081 -4.3927 0.3996 -0.0392 0.8277 -0.8832 0.00
H 0.7406 -3.5561 1.9315 -0.1435 0.0623 0.0243 0.00
C -2.4532 -1.6255 -4.6441 1.2298 0.4508 0.2447 0.00
C -2.1418 -3.0910 -4.7791 1.6505 1.9613 3.2450 0.00
C -2.1781 -3.7038 -3.3620 1.8041 2.3494 0.3477 0.00
O -3.0577 -4.7296 -3.4763 -0.2730 -0.1012 2.7730 0.00
C -3.6463 -4.6901 -4.6447 -0.5938 -5.5958 0.3925 0.00
O -4.3206 -5.6631 -4.8972 -0.7842 1.9292 -1.2971 0.00
O -3.0883 -3.8137 -5.4061 -1.2495 0.4094 -4.2157 0.00
H -2.4512 -1.1253 -5.6125 -0.4820 0.2517 0.2504 0.00
H -1.5700 -1.2906 -4.1001 0.4857 0.4059 -0.3083 0.00
H -3.1782 -1.3317 -3.8851 -0.9759 -0.2644 -0.7456 0.00
H -1.0891 -3.0899 -5.0618 -0.2771 -0.9591 -1.4978 0.00
H -2.4837 -2.8383 -2.7740 -0.4815 -0.7108 0.9884 0.00
H -1.2135 -4.0337 -2.9762 -0.0008 -0.2071 -0.1400 0.00
C 1.2071 0.7417 3.9471 1.4819 1.2949 0.9940 0.00
C 2.1552 -0.4384 3.5651 -3.3599 2.5115 -1.3570 0.00
C 3.3890 -0.6389 4.3694 -0.4644 1.2581 0.2197 0.00
O 3.2223 -1.9545 4.8542 -0.3449 -0.9267 0.0588 0.00
C 1.9222 -2.3811 4.6364 -1.0114 -1.3196 0.9853 0.00
O 1.3862 -3.3572 5.1239 1.6564 1.8939 -1.0823 0.00
O 1.2704 -1.5040 3.8300 1.0908 -2.0483 0.6583 0.00
H 0.1438 0.6254 3.7374 0.3601 -0.2673 -0.7229 0.00
H 1.5953 1.7230 3.6740 -0.1368 0.0355 -0.9832 0.00
H 1.2375 0.9325 5.0199 0.0277 -0.7902 0.5482 0.00
H 2.3191 -0.3977 2.4882 0.1974 -0.1561 -0.0660 0.00
H 3.3897 0.1016 5.1692 0.1029 -0.3369 0.5181 0.00
H 4.2536 -0.3728 3.7612 0.3817 -1.1102 0.1173 0.00
```
Forces are in eV/Å.

=====

# ClH2NOS2

The molecule ClH2NOS2 in a non-equilibrium geometry (ωB97M-V with the def2-TZVPD basis set, OMol25).

Properties
Maximum force in eV Å⁻¹: 2.79
Total energy in a.u.: -1387.64559
SMILES: O=[S@H](=S)NCl
LUMO level in eV: 0.0
Orbital gap in eV: 9.988
Relative energy (zero: lowest compared OMol25 entry of this formula, charge and spin) in kcal per mole: 46.6

Geometry as XYZ:
```
7
Properties=species:S:1:pos:R:3:forces:R:3:nbo_charge:R:1
N -0.6590 -0.6378 -0.1477 0.3414 -1.9979 -0.9404 -0.92
O 0.2872 1.7667 -0.1137 -0.4194 1.4469 -1.1206 -0.92
S 2.1149 -0.4629 -0.4564 0.3303 -0.1204 0.3474 -0.37
S 0.6007 0.4255 0.2064 -1.1265 -0.8583 2.4031 1.55
Cl -2.2535 -0.1547 -0.4282 -0.3037 0.6340 0.2184 0.17
H -0.5001 -1.5105 -0.7450 0.5142 2.0219 1.2448 0.44
H 0.4098 0.5736 1.6847 0.6637 -1.1262 -2.1527 0.05
```
Forces are in eV/Å.